No. 1
C31H31BrCl52FIN2O8P2S | ωB97M-V/def2-TZVPD

```
130
C31H31BrCl52FIN2O8P2S, DFT ωB97M-V/def2-TZVPD
C -3.7289 0.3567 -6.4458
C -2.3027 0.0685 -6.8154
C -1.1539 -0.2468 -5.6593
O -0.3066 0.6687 -5.1558
O -1.0503 -1.6458 -5.2168
C -2.1889 -2.0034 -4.3061
C -1.6208 -3.2084 -3.3530
C -2.7163 -3.9380 -2.3950
C -3.4142 -3.0351 -1.2384
C -2.4672 -1.8647 -0.5585
C -2.3484 -1.9467 1.0731
C -0.8145 -1.9404 1.7010
C 0.1897 -3.0566 1.0070
C -0.4783 -4.3632 0.3198
O -1.5861 -5.0225 0.6372
I 0.6733 -5.2737 -1.3671
C -1.0277 -2.5022 3.2633
F -0.8851 -4.0076 3.3562
N -2.4504 -2.3166 3.8012
C -2.5223 -2.6224 5.2940
C -4.1203 -2.9341 5.6774
O -0.1646 -1.9850 4.2863
S 1.4213 -1.6443 3.9290
O 2.0331 -0.8255 5.1361
O 2.4033 -2.8652 3.8274
C 1.4047 -0.5248 2.4340
C 2.1323 0.9272 2.6217
C -0.1470 -0.4237 1.8052
P 0.1401 0.5664 0.2005
N 0.8380 -0.4169 -1.1524
O -1.3934 1.0949 -0.5424
P -1.2582 0.8276 2.7962
O -1.1325 2.4544 2.0855
Br -0.5690 1.2334 4.9009
H -3.9924 1.4741 -6.2158
H -4.4929 -0.5352 -6.4749
H -1.9409 0.0188 -7.9316
H -2.5904 -1.0633 -3.7298
H -3.0135 -2.4865 -5.0215
H -0.6560 -2.8544 -2.7454
H -1.2033 -4.0459 -4.0950
H -3.5953 -4.3104 -3.1132
H -2.3302 -4.9332 -1.8638
H -4.3784 -2.5337 -1.7334
H -3.8651 -3.7964 -0.4362
H -1.3775 -1.8152 -0.9729
H -3.0660 -0.8560 -0.7874
H -2.9559 -2.9399 1.3446
H -3.0183 -1.0716 1.5328
H 0.9985 -3.4977 1.7704
H 0.9029 -2.5932 0.1686
H -2.7942 -1.3454 3.7311
H -1.9387 -3.5766 5.6280
H -2.1654 -1.7422 5.9835
H -4.0893 -3.6306 6.6422
H -4.6237 -1.9068 5.9200
H -4.6383 -3.5290 4.7924
H 2.0450 -1.0849 1.5951
H 2.9349 0.9772 3.4838
H 2.7432 1.1393 1.6178
H 1.4252 1.8435 2.7639
H 0.4365 -0.0234 -2.0507
H 1.8473 -0.0881 -1.1786
H -1.4228 2.1134 -0.4972
H -2.0500 2.6903 1.7283
C -5.5101 3.1180 -8.6148
Cl -4.7404 4.2208 -9.7833
Cl -6.3714 4.0693 -7.3786
Cl -6.6675 2.0641 -9.4660
Cl -4.2614 2.1175 -7.8309
C 3.9117 3.7651 0.1154
Cl 2.9032 4.0806 1.5498
Cl 3.3116 4.7304 -1.2567
Cl 5.5997 4.2158 0.4653
Cl 3.8327 2.0335 -0.2971
C 4.3029 -4.1481 -3.5804
Cl 5.0727 -3.0452 -4.7490
Cl 3.4417 -3.1967 -2.3443
Cl 3.1455 -5.2019 -4.4317
Cl 5.5516 -5.1486 -2.7965
C -0.1689 4.0127 8.2281
Cl -0.9986 4.4972 9.7285
Cl 1.5060 4.6200 8.2529
Cl -0.1544 2.2353 8.1047
Cl -1.0286 4.6984 6.8260
C 9.3996 3.6765 1.5309
Cl 9.5809 2.5159 0.1913
Cl 8.8930 5.2571 0.8830
Cl 8.1675 3.0797 2.6713
Cl 10.9570 3.8535 2.3782
C 5.3557 6.8883 8.6923
Cl 4.4668 8.3877 9.0608
Cl 4.3991 5.4837 9.2278
Cl 5.6365 6.7807 6.9360
Cl 6.9205 6.9008 9.5443
C -1.2083 -6.7588 -6.6301
Cl -1.1186 -6.7569 -8.4094
Cl -1.5245 -8.4146 -6.0529
Cl 0.3366 -6.1801 -5.9568
Cl -2.5268 -5.6834 -6.1007
C -3.8727 0.6630 -12.4455
Cl -3.4522 0.0702 -10.8188
Cl -3.3183 2.3467 -12.6259
Cl -3.0807 -0.3576 -13.6727
Cl -5.6395 0.5928 -12.6650
C -2.9736 0.5070 10.7378
Cl -2.5532 -0.0857 12.3645
Cl -2.4193 2.1907 10.5575
Cl -2.1817 -0.5136 9.5106
Cl -4.7405 0.4368 10.5184
C 14.1387 4.5720 5.0601
Cl 14.1486 3.0912 6.0508
Cl 12.8626 5.6694 5.6449
Cl 15.7211 5.3812 5.1855
Cl 13.8224 4.1464 3.3590
C 4.3381 12.3140 8.3742
Cl 3.4492 13.8134 8.7428
Cl 3.3815 10.9094 8.9097
Cl 4.6190 12.2064 6.6180
Cl 5.9030 12.3265 9.2262
C -4.6577 -4.3866 -9.6164
Cl -3.8798 -5.9522 -9.2732
Cl -6.4189 -4.5365 -9.3919
Cl -4.0203 -3.1499 -8.5031
Cl -4.3119 -3.9073 -11.2973
C -6.3601 -4.5395 -5.0119
Cl -5.9396 -5.1322 -3.3852
Cl -5.8057 -2.8558 -5.1922
Cl -5.5681 -5.5601 -6.2390
Cl -8.1269 -4.6097 -5.2313
```



No. 2
118
Properties=species:S:1:pos:R:3 method="wB97M-V/def2-TZVPD" total_charge=-2 relative_energy_kcal_mol=38.1
Y 0.1001 0.5546 0.0744
O -0.6948 2.1589 4.2162
C -0.3361 1.9252 3.0477
N -0.3451 0.7786 2.3861
C -0.8835 -0.3459 3.1172
C 0.0153 -1.5337 2.9266
C 0.2677 -2.4363 3.9547
C 1.1558 -3.4747 3.7437
C 1.7849 -3.5755 2.5136
C 1.4636 -2.6445 1.5418
N 0.5830 -1.6633 1.7212
C 0.2782 3.0736 2.2606
C 0.0255 4.3750 2.6614
C 0.6583 5.4054 1.9874
C 1.5314 5.0985 0.9537
C 1.7085 3.7682 0.6116
N 1.0893 2.7704 1.2417
H -1.8810 -0.5927 2.7250
H -1.0003 -0.1082 4.1766
H -0.2188 -2.2954 4.9117
H 1.3668 -4.1871 4.5335
H 2.5086 -4.3521 2.3033
H 1.9277 -2.6843 0.5638
H -0.6554 4.5323 3.4848
H 0.4750 6.4377 2.2637
H 2.0470 5.8674 0.3941
H 2.3516 3.4812 -0.2119
O 3.0181 0.1053 0.8792
C 2.4072 -0.0853 -0.1733
C 3.2721 -0.5162 -1.3758
C 4.5235 0.0653 -1.5685
C 5.2962 -0.2613 -2.6678
C 4.8340 -1.2087 -3.5805
C 3.5956 -1.7965 -3.3929
C 2.7903 -1.4434 -2.3049
P 1.1003 -2.1870 -2.0622
C 0.2000 -1.4500 -3.4830
C 0.6373 -0.2956 -4.1207
C -0.1425 0.3068 -5.1044
C -1.3644 -0.2390 -5.4626
C -1.8343 -1.3685 -4.7956
C -1.0658 -1.9498 -3.8024
C 1.5021 -3.9041 -2.6504
C 0.8565 -4.5865 -3.6765
C 1.1296 -5.9291 -3.9322
C 2.0555 -6.6168 -3.1661
C 2.7155 -5.9466 -2.1402
C 2.4364 -4.6141 -1.8866
H 4.8660 0.7841 -0.8324
H 6.2608 0.2113 -2.8191
H 5.4386 -1.4833 -4.4374
H 3.2407 -2.5366 -4.1024
H 1.5594 0.1827 -3.8168
H 0.2043 1.2248 -5.5624
H -1.9661 0.2287 -6.2336
H -2.8131 -1.7740 -5.0251
H -1.4787 -2.7696 -3.2251
H 0.1385 -4.0688 -4.2993
H 0.6100 -6.4329 -4.7391
H 2.2612 -7.6624 -3.3606
H 3.4471 -6.4657 -1.5324
H 2.9653 -4.1054 -1.0863
C -5.7623 2.7306 -5.0049
C -5.0940 2.4911 -3.6754
C -4.0085 1.6250 -3.5706
C -3.3350 1.4649 -2.3702
C -3.7533 2.1714 -1.2450
C -4.8376 3.0308 -1.3300
C -5.5104 3.1740 -2.5375
S -2.7026 2.1377 0.1949
O -3.1674 3.2173 1.0413
O -2.7965 0.8029 0.7684
N -1.2753 2.2828 -0.4003
C -0.9166 3.3837 -1.2781
C 0.4035 3.0734 -1.9961
O 0.8598 3.9584 -2.7249
O 0.9162 1.9197 -1.7729
H -5.4937 1.9562 -5.7243
H -5.4570 3.6919 -5.4260
H -6.8500 2.7463 -4.9089
H -3.6609 1.0862 -4.4452
H -2.4771 0.7999 -2.2895
H -5.1330 3.5874 -0.4499
H -6.3606 3.8467 -2.6015
H -0.8278 4.3324 -0.7416
H -1.6649 3.5363 -2.0655
F -1.1943 -0.6244 -1.1509
C -0.9148 -4.7393 0.0940
C -2.2689 -4.3638 -0.5092
C -3.1957 -5.5742 -0.5050
Sb -2.9197 -2.4860 0.4096
C -4.2321 -1.8275 -1.1671
C -5.3330 -0.9289 -0.6009
C -4.8179 -2.8986 -2.0782
C -4.4066 -3.2506 1.8385
C -5.6236 -4.0615 1.3965
C -3.6282 -3.9972 2.9255
H -0.4852 -5.6182 -0.4061
H -1.0027 -4.9707 1.1616
H -0.1979 -3.9251 0.0000
H -2.0919 -4.0721 -1.5514
H -3.3252 -5.9648 0.5079
H -2.7606 -6.3841 -1.1066
H -4.1854 -5.3591 -0.9083
H -3.5423 -1.2092 -1.7484
H -6.0787 -1.5135 -0.0513
H -5.8545 -0.4011 -1.4094
H -4.9321 -0.1766 0.0779
H -5.5169 -3.5503 -1.5473
H -4.0504 -3.5348 -2.5262
H -5.3728 -2.4282 -2.9013
H -4.7689 -2.3115 2.2725
H -5.3410 -5.0435 1.0151
H -6.1999 -3.5603 0.6176
H -6.3030 -4.2308 2.2446
H -3.2141 -4.9360 2.5437
H -4.2705 -4.2507 3.7797
H -2.7881 -3.4095 3.3061



No. 3
28
Properties=species:S:1:pos:R:3 method="wB97M-V/def2-TZVPD" total_charge=+2 relative_energy_kcal_mol=163.6
Sr -0.2002 0.0179 0.0586
O -3.6607 -2.0952 -2.8623
H -4.4057 -1.6239 -2.4894
H -3.9695 -2.3942 -3.7175
O 4.7088 0.1975 0.3546
H 5.2956 -0.4093 -0.0967
H 5.0615 0.2567 1.2425
O 1.5931 -1.8292 4.1379
H 1.7369 -1.7854 5.0833
H 1.9616 -2.6734 3.8779
O 0.2916 3.3791 3.6034
H 0.9843 3.9966 3.8382
H -0.2129 3.2666 4.4091
O 1.8788 -1.0985 -4.7091
H 2.8181 -0.9231 -4.7666
H 1.6530 -1.4778 -5.5584
O 1.7933 3.9748 -2.1380
H 2.6213 4.0776 -2.6073
H 1.6898 4.7929 -1.6520
O -3.5284 3.1545 -1.2120
H -4.4495 3.3251 -1.0152
H -3.2617 3.8877 -1.7666
O 0.9425 -4.2941 -0.2537
H 0.9588 -5.0591 0.3214
H 0.9177 -4.6591 -1.1382
O -4.0680 -1.3297 2.8230
H -4.9500 -1.4343 2.4660
H -4.2002 -1.2407 3.7669



No. 4
10
Properties=species:S:1:pos:R:3 method="wB97M-V/def2-TZVPD" relative_energy_kcal_mol=56.3 smiles="O=C=O.C=NN"
O -1.7279 0.9040 0.3095
C -2.0511 -0.1477 -0.0879
O -2.3587 -1.2035 -0.3697
C 0.9476 1.0979 -0.5094
N 0.7876 -0.1556 -0.5642
N 0.8028 -0.9953 0.4778
H 0.8050 1.5567 0.4856
H 0.7232 1.6353 -1.4154
H 1.2398 -0.7594 1.2983
H 0.8319 -1.9324 0.3753



No. 5
11
Properties=species:S:1:pos:R:3 method="wB97M-V/def2-TZVPD" relative_energy_kcal_mol=63.3 smiles="C1=NC2=CN=NC2=C1"
C -1.8125 -0.3261 -0.8796
N -0.5635 0.0366 -1.6180
C 0.2713 0.1014 -0.6819
C 1.6399 0.5122 -0.3538
N 1.8722 0.4115 0.8821
N 0.6368 -0.0333 1.5826
C -0.2239 -0.2348 0.6895
C -1.6600 -0.5162 0.4527
H -2.8016 -0.3356 -1.4250
H 2.3362 0.8815 -1.0873
H -2.4421 -0.6686 1.2245



| no. | HOMO-LUMO gap (eV) | calculated total energy (hartree) |
| --- | --- | --- |
| 1 | 6.45 | -29892.92826 |
| 2 | 5.90 | -3688.31742 |
| 3 | 6.97 | -718.06131 |
| 4 | 9.84 | -338.56353 |
| 5 | 7.91 | -356.47114 |